127
Properties=species:S:1:pos:R:3:forces:R:3 method="wB97M-V/def2-TZVPD" energy_ev=-238882.25478 total_charge=0 s2=0.76 orbital_gap_ev="8.39 / 1.77" max_force_ha_per_bohr=0.096 spin_multiplicity=2 homo_energy_ev="-10.37 / -10.37"
As -7.901 6.917 -2.601 0.9628 1.9659 -0.1439
F -6.854 5.865 -3.554 -0.4762 -0.3703 0.0992
F -9.233 6.643 -3.678 0.2321 -0.0800 0.4290
F -8.828 8.053 -1.594 0.4343 -1.0996 -0.9747
F -6.584 7.109 -1.481 -0.1158 0.3336 -0.3438
F -7.299 8.268 -3.647 -0.7480 -1.2645 1.2138
F -8.367 5.523 -1.611 -0.3631 0.0855 -0.4232
O -0.403 11.673 -2.361 -0.3533 -0.6143 -2.6611
S -0.515 11.767 -3.830 0.3194 2.6142 1.0598
O 0.348 11.051 -4.732 -0.7502 -0.6066 0.7495
O -2.077 11.680 -4.262 1.0441 0.5509 -0.1944
C -2.778 10.478 -3.916 -0.2711 -0.7043 -0.6754
C -4.209 10.562 -4.535 0.8462 0.5631 1.3371
C -0.272 13.532 -4.231 0.0651 -0.5304 0.6744
H -2.777 10.467 -2.826 -0.3914 -0.4561 -0.0178
H -2.154 9.678 -4.316 -0.2938 -0.4590 0.1388
H -4.901 9.770 -4.250 0.4184 -0.3192 0.1545
H -4.264 10.685 -5.617 0.3698 0.1609 0.1404
H -4.565 11.441 -3.998 -0.5782 0.2878 -0.5872
H 0.007 13.737 -5.264 -0.5212 -0.4063 -0.0276
H 0.593 13.817 -3.632 -0.0604 -0.1069 0.1706
H -1.143 14.077 -3.866 0.0909 -0.0018 -0.2469
O -3.427 4.417 1.554 -1.9398 -0.8025 -0.2006
S -4.426 3.945 0.620 0.5983 1.8064 -2.4556
O -4.210 2.718 -0.119 -0.5897 0.2280 0.8738
O -5.980 3.925 1.263 3.5768 1.2500 -0.1195
C -7.024 3.252 0.611 -0.8586 -0.1696 1.4988
C -8.235 3.707 1.436 -0.8911 -1.2223 -0.7943
C -4.573 5.260 -0.789 -0.5940 -1.4899 1.3663
H -6.856 2.185 0.754 -0.1460 -0.0962 -0.3623
H -7.158 3.499 -0.442 0.3002 0.2284 -0.0602
H -9.021 3.030 1.101 -0.6045 0.1926 -0.2170
H -8.562 4.734 1.273 0.2924 -0.0533 -0.0533
H -8.212 3.464 2.499 0.7119 0.2527 -0.0063
H -3.727 5.136 -1.465 0.1424 -0.1196 0.4393
H -4.694 6.282 -0.431 0.1169 -0.3542 0.1749
H -5.474 4.922 -1.300 -0.0006 0.2929 -0.0659
O -13.626 8.660 -1.181 1.4729 0.0200 0.4389
S -12.347 8.783 -0.505 1.0603 0.5705 -0.0650
O -11.331 9.775 -0.879 -2.0400 -1.8663 0.4734
O -12.648 9.011 1.083 0.8555 -0.4770 -0.4383
C -13.937 9.251 1.588 -2.8715 1.8934 -0.1761
C -14.492 10.660 1.224 -0.5927 -0.6437 -0.1334
C -11.515 7.121 -0.293 -0.5877 1.2861 0.0628
H -14.051 9.224 2.672 1.4481 -0.4438 0.1598
H -14.711 8.554 1.269 0.4613 -0.4945 -0.5005
H -14.996 10.649 0.257 1.0116 0.2078 -0.6013
H -13.765 11.455 1.384 -0.0443 -0.0381 -0.3803
H -15.392 10.886 1.797 0.2368 -0.1355 0.8830
H -12.375 6.454 -0.225 0.3323 -0.1844 0.3848
H -10.944 7.298 0.618 -0.3616 -0.3903 0.2297
H -10.778 6.794 -1.028 -0.4675 0.5638 -0.4891
O -9.982 13.402 2.693 0.6706 0.7168 -0.9963
S -10.178 12.501 1.600 -1.1606 -2.8846 0.4502
O -11.207 12.703 0.600 1.1585 0.1824 0.6749
O -8.754 12.163 0.860 -0.9420 1.6508 1.5321
C -8.717 11.324 -0.275 -0.4184 -1.4951 -0.8827
C -7.306 11.272 -0.792 1.4150 0.8644 0.0020
C -10.550 10.927 2.558 1.5657 0.5698 -1.2639
H -9.396 11.621 -1.074 -0.1456 0.4408 0.2269
H -9.072 10.340 0.033 0.1472 -0.1879 -0.0331
H -7.004 12.229 -1.216 -0.3129 0.3146 -0.0703
H -7.042 10.565 -1.578 -0.7726 -0.4013 0.0817
H -6.555 11.142 -0.013 -0.2519 -0.3257 0.3814
H -10.382 10.038 1.950 -0.7289 0.1686 -0.3632
H -11.544 11.029 2.993 0.2578 -0.0460 -0.1102
H -9.717 10.840 3.255 -0.3704 0.4651 0.4561
O -9.315 -0.384 -3.086 1.4193 1.8444 -0.2876
S -8.479 0.719 -2.673 -0.5910 -1.6905 4.5966
O -7.518 0.523 -1.557 -1.9200 0.8931 -3.3457
O -7.700 1.394 -4.032 0.5212 1.0770 0.2993
C -6.884 2.601 -3.932 0.4168 -1.4298 -1.9970
C -6.370 2.862 -5.364 -0.2181 0.0320 1.0519
C -9.570 2.228 -2.182 1.2905 0.0400 -0.5949
H -6.110 2.533 -3.168 -0.1642 -0.3237 0.5663
H -7.595 3.372 -3.635 -0.4611 0.8446 0.2754
H -7.236 2.956 -6.019 0.3384 0.0913 -0.2284
H -5.704 2.052 -5.660 -0.2178 -0.1272 -0.0653
H -5.766 3.769 -5.341 -0.2911 0.1814 -0.0438
H -10.033 2.735 -3.029 -0.1806 -0.5560 -0.1064
H -8.833 2.912 -1.762 0.0314 -0.0473 0.2117
H -10.252 1.849 -1.421 0.0763 -0.2956 -0.2734
O -3.009 6.458 -9.870 -2.1601 0.0954 0.3922
S -4.457 6.420 -9.648 -0.0208 0.6697 -1.0042
O -5.254 5.366 -10.277 1.1410 1.4195 1.5714
O -4.738 6.454 -8.054 0.6046 -0.5428 -0.6767
C -3.846 7.247 -7.199 -0.1731 -0.3791 0.5990
C -4.202 6.860 -5.738 0.1075 1.0079 -0.7724
C -5.273 8.053 -10.147 1.6326 -2.0634 -0.3018
H -3.981 8.294 -7.470 -0.5464 0.1613 0.4882
H -2.781 7.111 -7.386 -0.1289 -0.7784 -0.3224
H -3.823 5.886 -5.427 -0.0046 -0.0440 -0.3632
H -5.276 6.924 -5.566 0.0169 -0.0803 -0.0405
H -3.735 7.604 -5.092 0.0369 0.0019 0.1106
H -6.334 7.959 -9.919 0.3026 0.3247 0.1873
H -5.080 8.009 -11.219 -0.3236 0.1938 -0.0822
H -4.662 8.862 -9.746 -0.5228 0.0006 0.3066
O -11.027 10.779 -6.715 -0.6256 -1.8370 2.5115
S -11.428 10.113 -5.457 -0.6160 0.7396 -0.8864
O -12.567 10.664 -4.720 1.8375 -1.0209 -0.8475
O -11.743 8.534 -5.821 -0.0560 0.7084 -0.0340
C -12.364 7.672 -4.820 -0.5162 -0.3536 -0.6710
C -12.554 6.225 -5.395 1.4159 1.3082 0.6234
C -9.965 9.854 -4.395 -0.1458 0.1372 -1.0257
H -13.330 8.087 -4.535 0.0879 0.1546 0.0076
H -11.725 7.629 -3.938 0.1009 -0.0206 0.0003
H -11.570 5.896 -5.728 0.0558 -0.0226 -0.2810
H -13.255 6.122 -6.223 -0.1492 0.1231 0.3873
H -12.744 5.608 -4.517 -0.6316 -0.1591 -0.1993
H -9.463 8.960 -4.766 -0.4328 -0.2563 0.2394
H -10.260 9.798 -3.348 0.1028 0.0833 -0.1196
H -9.230 10.619 -4.647 -0.4191 0.4768 0.4083
O -7.592 9.518 3.231 1.5134 -3.1870 0.4248
S -6.876 8.218 3.183 -2.2759 0.7320 -1.7068
O -5.461 8.141 3.464 -1.4718 -0.2589 0.3198
O -7.830 7.069 4.014 1.0787 1.9877 -0.3240
C -7.136 5.902 4.463 0.3254 -0.5897 0.4035
C -8.055 4.998 5.244 -1.2112 0.0323 0.0388
C -7.214 7.493 1.514 0.2936 0.0373 0.1874
H -6.393 6.169 5.215 0.5857 0.2513 -0.6476
H -6.744 5.393 3.583 0.4808 -0.0580 0.1720
H -7.566 4.122 5.670 0.4292 0.2333 -0.0728
H -8.898 4.602 4.678 -0.0491 0.1491 -0.2774
H -8.484 5.579 6.061 -0.0069 -0.0827 0.1348
H -6.742 6.519 1.387 0.2903 0.0346 0.4686
H -6.844 8.120 0.703 0.0557 0.3235 0.3763
H -8.278 7.318 1.352 -0.0584 0.4266 0.4156


131
Properties=species:S:1:pos:R:3:forces:R:3 method="wB97M-V/def2-TZVPD" energy_ev=-145986.70656 total_charge=+1 s2=3.76 orbital_gap_ev="7.57 / 8.72" max_force_ha_per_bohr=0.161 spin_multiplicity=4 homo_energy_ev="-10.91 / -10.91"
Cr -31.626 9.881 -8.610 -3.5377 -2.1052 -0.7034
C -33.839 13.449 -12.101 0.0445 0.4990 0.8588
O -33.261 14.022 -13.226 0.2897 -0.9750 -3.2361
C -32.291 14.953 -13.052 0.3193 0.9429 0.4253
C -31.021 14.486 -12.347 0.6297 0.5970 -0.9925
N -30.447 13.228 -12.973 1.5837 0.6224 0.5442
H -31.044 12.473 -12.666 -0.2817 -0.8526 0.1807
H -30.488 13.252 -13.982 -0.5246 0.3076 -0.3711
C -28.907 12.805 -12.703 -1.6023 -0.3333 -1.2039
C -27.879 13.337 -13.764 -1.2811 -0.3125 1.3651
O -28.026 14.709 -13.622 1.0466 2.1832 -1.9470
C -27.492 15.532 -14.750 -0.3913 -0.6305 0.8010
H -34.231 14.343 -11.615 -0.5531 -0.6423 1.1141
H -33.080 12.917 -11.529 -0.3158 0.1203 0.4661
H -34.597 12.727 -12.405 0.0318 0.3270 0.0403
H -32.667 15.832 -12.529 -0.0774 0.1091 0.9731
H -32.039 15.469 -13.979 0.0727 -0.7857 -0.7030
H -31.185 14.350 -11.278 0.4286 -0.2649 -0.1715
H -30.287 15.245 -12.618 0.1339 0.1071 0.8035
H -29.105 11.739 -12.813 0.9493 -0.2027 0.5641
H -28.645 13.144 -11.701 -0.1442 -0.2559 -0.1085
H -27.987 12.989 -14.791 -0.6112 -0.1058 -0.1361
H -26.893 12.986 -13.458 0.2149 -0.0662 0.2503
H -28.200 15.573 -15.577 -0.3785 0.0374 0.2317
H -26.574 15.164 -15.209 0.2098 -0.4381 0.5243
H -27.286 16.531 -14.366 -0.2488 -0.1843 0.0918
C -31.379 3.362 -8.046 1.1624 0.9103 0.3844
O -32.076 3.793 -6.865 -0.6202 -2.3129 -0.5226
C -31.596 5.006 -6.414 0.2869 1.1982 0.3285
C -32.296 5.374 -5.132 -1.4300 -2.3160 0.5751
N -32.358 4.094 -4.168 0.3901 -0.0796 1.2546
H -33.031 3.386 -4.425 -0.7567 0.2924 -1.0089
H -31.546 3.493 -4.166 1.1110 0.2562 -0.3018
C -32.648 4.317 -2.674 0.1049 2.2400 -2.6076
C -32.607 3.097 -1.940 0.5088 -2.9205 1.1893
O -31.457 2.366 -2.290 1.4011 -1.5356 1.3326
C -31.177 1.379 -1.222 0.5883 0.0045 -0.6860
H -31.500 2.341 -8.407 -1.0272 0.0195 0.6351
H -30.321 3.415 -7.788 0.3391 0.0791 -0.1820
H -31.520 4.075 -8.859 -0.2734 0.0125 -0.0300
H -31.883 5.764 -7.142 0.4149 0.4291 0.1739
H -30.518 4.992 -6.254 0.2737 -0.0041 -0.2497
H -33.357 5.400 -5.380 0.0068 1.0451 0.1873
H -31.900 6.196 -4.535 -0.1658 -0.0202 -0.4030
H -33.672 4.690 -2.666 0.3513 0.7955 0.4290
H -31.836 4.942 -2.301 -0.5142 0.6247 -0.1651
H -33.432 2.416 -2.149 -0.6405 0.2506 0.4061
H -32.484 3.344 -0.885 -0.8283 0.0459 0.2299
H -31.998 0.682 -1.055 -0.3593 0.3554 -0.0986
H -30.850 1.820 -0.281 -0.5689 0.6734 0.0145
H -30.317 0.744 -1.437 -0.0357 0.2558 -0.9349
C -27.441 9.685 -5.498 -1.4993 0.2330 -0.2978
O -26.188 9.433 -4.969 2.4043 1.1579 1.1901
C -25.737 10.501 -4.054 -0.6585 -1.1640 -2.3168
C -24.255 10.233 -3.961 -0.0178 0.8224 -0.0894
N -23.551 10.275 -5.324 0.3897 1.2863 0.1779
H -22.566 10.134 -5.153 0.5311 -0.8546 0.1298
H -23.854 9.580 -5.992 -0.5952 -0.1977 -0.2798
C -23.424 11.702 -5.910 -0.3633 0.2049 0.6522
C -22.526 11.826 -7.110 0.3329 -1.8166 -0.6485
O -21.256 11.270 -6.820 0.1368 0.4372 1.6287
C -20.380 10.985 -7.880 0.7673 -0.6300 -0.6344
H -27.519 10.609 -6.070 0.3793 0.2845 -0.1797
H -28.138 9.814 -4.670 -0.5321 -0.4140 -0.1882
H -27.676 8.874 -6.187 -0.3108 -0.0505 0.3048
H -26.307 10.408 -3.130 0.4474 0.1304 0.2842
H -25.951 11.463 -4.520 -0.1400 0.1740 0.0713
H -24.214 9.275 -3.443 0.9935 -0.0823 -0.4599
H -23.667 11.036 -3.515 -0.4768 -0.2733 1.0278
H -22.947 12.314 -5.145 -0.2488 -0.2486 0.4611
H -24.409 12.121 -6.116 0.0412 -0.2433 -0.0545
H -22.480 12.885 -7.362 -0.0422 -0.0274 -0.3542
H -22.927 11.174 -7.886 -0.3873 0.5871 -0.6969
H -20.159 11.824 -8.540 -0.6545 0.0659 -0.2178
H -20.672 10.063 -8.383 -0.5828 0.2880 -0.6257
H -19.383 10.690 -7.554 -0.1342 0.2949 1.0074
C -32.402 9.102 -15.601 -1.0308 -0.4993 0.6285
O -33.237 8.011 -15.067 2.1126 -1.4080 -1.5195
C -32.774 6.635 -15.500 -0.1024 1.8053 1.2513
C -31.742 6.085 -14.481 -0.9910 1.1925 1.0325
N -32.353 6.207 -13.066 1.4005 -1.7681 0.3624
H -32.843 7.070 -12.881 -0.2778 1.1278 -0.4368
H -33.034 5.464 -12.991 -0.3570 -0.2272 0.2896
C -31.313 6.094 -11.919 1.4151 -1.3431 -1.2918
C -30.420 4.782 -11.940 -0.5733 0.5505 -0.1161
O -29.520 4.829 -13.073 -0.5418 -0.1838 0.4591
C -28.965 3.596 -13.532 -0.8387 -0.6504 0.8884
H -32.391 9.094 -16.691 -0.1382 -0.0897 -0.0443
H -31.377 9.141 -15.230 0.0370 -0.5026 0.2273
H -32.894 10.001 -15.229 -0.0139 -0.0196 -0.1611
H -32.331 6.590 -16.494 0.0427 0.4530 -0.0757
H -33.708 6.076 -15.553 0.1554 -0.2530 0.3017
H -30.830 6.671 -14.367 -0.1148 0.1628 -0.6045
H -31.431 5.052 -14.640 -0.3057 0.0575 0.0240
H -31.796 6.227 -10.951 -0.1708 0.0682 -0.1946
H -30.617 6.901 -12.147 -0.2503 0.0410 0.4671
H -30.981 3.853 -11.831 -0.6172 -0.2391 -1.0571
H -29.914 4.713 -10.977 0.6637 0.8213 -0.0625
H -28.863 2.870 -12.726 0.9340 0.3687 0.6135
H -28.041 3.767 -14.084 -0.1615 0.1170 0.2632
H -29.649 2.974 -14.109 -0.4734 0.6111 -0.9173
B -29.517 7.252 -9.139 1.4298 -0.8267 0.5371
F -30.012 6.199 -8.413 -0.6096 -1.6030 -0.4280
F -29.004 6.924 -10.395 -0.3921 -0.0873 0.1454
F -30.482 8.215 -9.196 -3.3291 1.7085 -1.4212
F -28.624 7.861 -8.345 3.1923 0.7896 1.1982
B -34.119 12.028 -8.738 -2.6918 2.0468 0.6810
F -34.826 12.057 -7.523 0.4745 -0.5585 -0.7713
F -33.275 10.915 -8.837 1.7909 -2.7445 -0.0321
F -34.955 11.849 -9.841 -0.0118 0.4210 0.1426
F -33.346 13.162 -8.803 0.4823 0.5148 -0.4803
B -31.391 9.627 -6.036 -1.3954 0.8486 3.6210
F -31.764 8.421 -5.662 -2.1678 -2.8707 2.9869
F -32.396 10.341 -6.640 -1.3124 0.6932 -0.8491
F -30.718 10.391 -5.163 0.4778 1.2775 2.2013
F -30.535 9.295 -6.944 5.0349 -0.2880 -6.5344
B -30.301 11.868 -9.334 3.0912 1.7981 0.3507
F -30.975 12.029 -10.427 -2.3159 1.3499 -3.5757
F -29.272 12.803 -9.287 -0.1748 -0.1740 0.7789
F -31.147 11.732 -8.255 -0.3561 1.8938 2.2307
F -29.836 10.574 -9.342 2.6665 -2.0404 -0.4386
B -34.038 7.658 -8.070 -3.0151 -1.9532 1.2004
F -32.962 8.389 -8.440 3.5974 4.1240 -1.5795
F -35.222 7.885 -8.770 0.4997 0.9146 0.7591
F -33.605 6.439 -8.481 0.4314 -3.1434 -0.3143
F -34.073 7.719 -6.669 -0.8584 0.0120 -0.3586
B -32.227 9.630 -11.927 -0.4656 -0.0575 -1.7106
F -31.259 8.922 -12.556 2.4412 -0.4768 -1.5732
F -33.305 8.866 -11.981 -3.2764 -1.8001 -0.2306
F -31.869 9.726 -10.633 1.1563 0.6225 4.4152
F -32.441 10.860 -12.466 0.2979 1.4551 -0.7813